(1)
Molecular formula: C19H17N3OS
Method: DFT, the ωB97M-V functional and the def2-TZVPD basis

XYZ file:
```
41
C19H17N3OS, DFT the ωB97M-V functional and the def2-TZVPD basis
C -0.4873 -3.4480 2.5865
O 0.3023 -2.6416 1.7499
C 1.5620 -2.3117 2.1545
C 2.1795 -2.8030 3.2947
C 3.4949 -2.4802 3.5871
C 4.2329 -1.6653 2.7448
C 5.6649 -1.3275 3.0315
C 3.6080 -1.1524 1.6164
C 2.2823 -1.4376 1.3184
N 1.7223 -0.8953 0.1624
C 0.4937 -0.3446 -0.0097
N 0.1362 0.1670 -1.1369
C -1.1074 0.7362 -1.0753
C -1.6519 1.3226 -2.2790
C -1.1785 1.0656 -3.5398
N -1.9030 1.7571 -4.4650
C -2.8617 2.4892 -3.8243
C -3.8211 3.3483 -4.3433
C -4.6608 3.9814 -3.4529
C -4.5406 3.7715 -2.0774
C -3.5921 2.9180 -1.5588
C -2.7377 2.2476 -2.4333
C -1.7002 0.6591 0.1499
S -0.6842 -0.1608 1.2828
H -0.6325 -2.9870 3.5684
H -0.0525 -4.4454 2.7094
H -1.4498 -3.5336 2.0847
H 1.6446 -3.4614 3.9602
H 3.9483 -2.8844 4.4799
H 5.9915 -1.7840 3.9620
H 6.3073 -1.6822 2.2264
H 5.7935 -0.2489 3.1092
H 4.1597 -0.5035 0.9503
H 2.3716 -0.6510 -0.5731
H -0.3690 0.4227 -3.8232
H -1.7564 1.7320 -5.4596
H -3.9004 3.5150 -5.4079
H -5.4198 4.6561 -3.8204
H -5.2082 4.2957 -1.4092
H -3.5064 2.7843 -0.4921
H -2.6742 0.9797 0.4518
```

Output
DFT total energy ... -1371.93497 hartree
Structure (SMILES) ... COc1ccc(C)cc1Nc1nc(-c2c[nH]c3ccccc23)cs1
ΔE to the lowest compared entry with this formula, charge and spin ... 23.64 kcal per mole
HOMO level ... -7.121 eV
Orbital gap ... 7.84 eV

=====

(2)
Molecular formula: C19H17O4PV
Method: DFT, the ωB97M-V functional and the def2-TZVPD basis

XYZ file:
```
42
C19H17O4PV, DFT the ωB97M-V functional and the def2-TZVPD basis
V -0.0313 0.2568 0.2243
C -0.2340 1.3147 1.6903
O -0.4574 1.9474 2.6325
C 0.1700 1.6573 -1.0631
O 0.3732 2.5917 -1.7308
C -1.8745 -0.2446 -0.2185
O -2.9901 -0.4730 -0.4159
C 1.8185 -0.3561 0.0697
O 2.9539 -0.5843 -0.0475
C 0.0101 -2.5340 -1.8982
H 0.8773 -2.9197 -1.3144
H -0.9818 -2.8048 -1.4607
C 0.1311 -1.3600 -2.5929
H -0.7345 -0.6685 -2.7635
H 1.0951 -0.8009 -2.6464
C -2.0054 -2.1658 2.1068
P -0.2387 -1.8488 1.7621
C 0.4131 -1.2721 3.4168
C 1.7625 -0.8803 3.4655
C 2.2806 -0.3363 4.6312
C 1.4739 -0.2264 5.7712
C 0.1360 -0.5901 5.7153
C -0.4037 -1.1499 4.5417
C 0.4920 -3.5395 1.7431
C -0.3348 -4.6680 1.6029
C 0.1708 -5.9486 1.8652
C 1.5155 -6.1269 2.1933
C 2.3738 -5.0108 2.2056
C 1.8729 -3.7307 1.9501
H -2.5066 -1.2272 2.3965
H -2.1183 -2.9091 2.9015
H -2.4764 -2.5399 1.1822
H 2.3988 -1.0013 2.5736
H 3.3102 -0.0011 4.6307
H 1.9002 0.1470 6.6979
H -0.5225 -0.4498 6.5637
H -1.4438 -1.4820 4.4923
H -1.3829 -4.5354 1.3211
H -0.5035 -6.8027 1.8161
H 1.9040 -7.1206 2.4293
H 3.4394 -5.1445 2.4263
H 2.5468 -2.8724 1.9311
```

Output
DFT total energy ... -2319.81807 hartree
ΔE to the lowest compared entry with this formula, charge and spin ... 0.00 kcal per mole
Net charge ... +2
2S+1 ... 4
HOMO level (alpha / beta) ... -15.152 / -15.149 eV
Orbital gap (alpha / beta) ... 5.58 / 5.15 eV